131
Properties=species:S:1:pos:R:3:mulliken_charge:R:1 method="wB97M-V/def2-TZVPD" mol_weight_g_mol=1145.265 orbital_gap_ev="6.34 / 6.97" largest_force_ha_per_bohr=0.0143 s_squared=3.7625 multiplicity=4
V 0.59 0.28 1.25 0.4475
C 1.84 -3.99 1.52 -1.6031
C 0.97 -2.77 1.44 -0.1547
N 1.51 -1.59 1.27 1.6736
N 2.91 -1.66 1.12 -0.6844
C 3.55 -0.55 1.16 0.1368
S 2.95 1.06 1.30 -0.4879
S 5.32 -0.63 1.05 -0.0525
C 5.62 -2.41 1.01 -0.7426
C 5.71 -3.10 2.35 0.7541
C 4.89 -2.74 3.42 0.1067
C 4.96 -3.42 4.62 -0.6692
C 5.86 -4.47 4.79 -0.6078
C 6.68 -4.83 3.73 -0.4934
C 6.61 -4.15 2.53 -0.6857
C -0.48 -2.94 1.60 0.5478
C -0.98 -4.26 1.75 -1.2620
C -2.30 -4.54 2.05 -1.4619
C -3.18 -3.47 2.24 -0.3391
C -2.75 -2.18 2.06 -0.7230
C -1.43 -1.87 1.66 0.6792
O -1.17 -0.64 1.38 0.9207
H 2.82 -3.74 1.90 0.0212
H 1.99 -4.41 0.52 0.1304
H 1.40 -4.75 2.15 0.6302
H 6.55 -2.55 0.46 0.5155
H 4.82 -2.84 0.41 0.2105
H 4.19 -1.91 3.31 0.3642
H 4.32 -3.12 5.44 0.4133
H 5.91 -5.00 5.73 0.3952
H 7.39 -5.64 3.85 0.3674
H 7.26 -4.43 1.71 0.3611
H -0.32 -5.09 1.61 0.4213
H -2.63 -5.56 2.14 0.4067
H -4.21 -3.66 2.52 0.4282
H -3.44 -1.35 2.17 0.3486
N 1.06 2.05 4.95 0.1131
C 1.30 0.81 5.51 0.2089
C 1.71 0.42 6.78 -1.3461
C 1.84 -0.93 7.00 -0.5666
C 1.56 -1.87 6.00 -0.9393
C 1.15 -1.48 4.74 -0.0462
C 1.03 -0.11 4.50 0.1717
N 0.65 0.57 3.35 1.0534
C 0.68 1.83 3.66 -0.2153
C 0.39 2.85 2.66 -0.4944
C 0.44 4.20 2.76 -0.2720
S 0.05 4.90 1.25 -0.2524
C -0.14 3.35 0.58 -0.1863
N 0.06 2.37 1.41 0.9018
H 1.22 2.95 5.37 0.2363
H 1.92 1.15 7.56 0.4279
H 2.15 -1.28 7.98 0.4052
H 1.66 -2.93 6.22 0.5344
H 0.92 -2.20 3.96 0.3600
H 0.69 4.81 3.61 0.4538
H -0.41 3.18 -0.46 -0.0101
C -2.83 2.89 -6.74 -2.1842
C -2.64 1.85 -5.63 1.7132
C -3.19 0.49 -6.12 -1.7222
C -3.40 2.25 -4.37 0.2600
C -4.66 2.82 -4.42 0.1479
C -5.41 3.03 -3.28 -1.5104
C -4.90 2.64 -2.05 -0.0003
C -3.63 2.09 -1.95 0.4398
P -2.96 1.37 -0.39 1.7648
C -4.25 0.08 -0.18 0.6201
C -4.02 -1.11 -0.87 -0.3571
C -4.98 -2.11 -0.88 -0.6732
C -6.17 -1.94 -0.17 -0.6406
C -6.39 -0.77 0.53 -0.6624
C -5.44 0.25 0.52 -0.4080
C -3.40 2.61 0.88 0.2160
C -3.24 2.22 2.21 -0.7066
C -3.41 3.12 3.25 -0.5467
C -3.72 4.44 2.98 -0.7215
C -3.85 4.86 1.67 -0.8050
C -3.69 3.95 0.63 -0.8131
C -2.90 1.91 -3.12 -1.2850
O -1.67 1.33 -2.97 -0.0763
C -0.76 1.39 -3.99 -1.1255
C 0.57 1.14 -3.65 0.8806
C 1.50 1.16 -4.68 -0.1074
C 1.14 1.42 -5.99 -1.5955
C -0.19 1.67 -6.29 -0.0177
C -1.16 1.66 -5.30 0.3130
P 1.16 0.76 -1.92 1.4412
C 2.73 1.70 -2.03 0.5315
C 2.60 3.07 -2.27 -0.9103
C 3.72 3.89 -2.29 -0.6848
C 4.98 3.35 -2.06 -0.8508
C 5.11 1.99 -1.81 -0.9700
C 3.99 1.17 -1.78 -0.1458
C 1.52 -1.02 -2.18 0.8532
C 2.58 -1.56 -2.89 -0.5523
C 2.68 -2.93 -3.07 -0.9167
C 1.70 -3.78 -2.56 -0.6817
C 0.62 -3.24 -1.87 -0.5680
C 0.54 -1.87 -1.67 -0.2004
H -3.88 3.00 -7.00 0.4895
H -2.33 2.58 -7.66 0.4972
H -2.43 3.86 -6.44 0.4162
H -4.26 0.58 -6.35 0.3883
H -3.07 -0.27 -5.35 0.3890
H -2.66 0.17 -7.02 0.4158
H -5.09 3.09 -5.38 0.3026
H -6.40 3.47 -3.35 0.4009
H -5.50 2.75 -1.16 0.5532
H -3.08 -1.25 -1.39 0.1681
H -4.79 -3.03 -1.41 0.4621
H -6.91 -2.73 -0.17 0.3843
H -7.31 -0.63 1.09 0.4339
H -5.63 1.16 1.07 0.3429
H -2.96 1.19 2.43 0.1822
H -3.29 2.78 4.28 0.4817
H -3.85 5.15 3.80 0.3804
H -4.09 5.89 1.45 0.4245
H -3.80 4.30 -0.39 0.4406
H 2.55 1.00 -4.45 0.3229
H 1.89 1.43 -6.77 0.4279
H -0.47 1.86 -7.31 0.2915
H 1.63 3.50 -2.47 0.3116
H 3.61 4.95 -2.48 0.4397
H 5.86 3.98 -2.07 0.3849
H 6.08 1.56 -1.60 0.4096
H 4.11 0.13 -1.52 0.8270
H 3.34 -0.92 -3.32 0.2646
H 3.52 -3.34 -3.61 0.4326
H 1.78 -4.85 -2.71 0.4101
H -0.15 -3.89 -1.47 0.4268
H -0.30 -1.47 -1.11 -0.0955